Record 1
{"formula": "C9H9N3O2", "method": "the ωB97M-V functional and the def2-TZVPD basis", "relative_energy_kj_mol": 446.7, "e_homo_ev": -8.98, "e_lumo_ev": -0.309, "multiplicity": 1, "smiles": "O=c1cc[nH]c(=O)[nH]1.c1ccncc1", "homo_lumo_gap_ev": 8.7, "symbols": ["C", "C", "C", "C", "C", "C", "C", "C", "C", "H", "H", "H", "H", "H", "H", "H", "H", "H", "N", "N", "N", "O", "O"], "xyz": [[0.813, -1.769, -0.935], [1.332, -0.435, -0.969], [1.289, 0.302, 0.107], [0.694, -1.642, 1.466], [-0.723, 0.626, -0.432], [-0.176, 1.574, -1.353], [-0.606, 2.897, -1.090], [-1.682, 3.136, -0.197], [-2.136, 2.079, 0.560], [0.657, -3.382, 0.409], [1.637, -0.163, -1.941], [1.464, 1.384, 0.154], [0.924, 0.225, 2.032], [-0.444, -0.407, -0.514], [0.524, 1.444, -2.129], [-0.181, 3.702, -1.568], [-1.989, 4.142, 0.057], [-2.952, 2.075, 1.236], [0.533, -2.378, 0.294], [0.718, -0.246, 1.233], [-1.670, 0.810, 0.436], [0.635, -2.534, -1.895], [0.674, -2.082, 2.592]], "forces_ev_per_a": [[0.1, -4.2, -1.6], [2.8, -2.2, -1.3], [2.2, 0.6, 2.0], [-0.9, 0.1, 0.0], [-2.7, -0.7, -3.1], [-3.1, 2.9, 2.0], [-1.6, -2.6, 0.8], [1.4, -0.2, 0.6], [0.2, -1.3, -0.7], [-0.4, 0.3, -0.5], [0.4, 0.5, -0.6], [0.6, -0.9, 0.2], [0.3, 1.6, 2.9], [-2.0, 0.8, -0.4], [0.6, -0.5, -0.4], [0.9, 1.6, -1.3], [-0.2, 0.0, -0.3], [-0.7, 0.9, 0.7], [0.9, 1.6, 1.9], [1.4, -2.0, -1.2], [-0.9, 1.9, 0.2], [0.5, 1.8, 0.4], [0.2, 0.0, -0.5]]}



Record 2
{"formula": "C4H3I3N4", "method": "the ωB97M-V functional and the def2-TZVPD basis", "relative_energy_kj_mol": 218.0, "e_homo_ev": [-8.74, -8.74], "e_lumo_ev": [-0.705, -0.704], "multiplicity": 1, "homo_lumo_gap_ev": [8.0, 8.0], "symbols": ["C", "C", "C", "C", "N", "N", "N", "N", "I", "I", "I", "H", "H", "H"], "xyz": [[-0.320, -0.809, 1.774], [-0.375, 1.648, -1.163], [-0.680, 0.494, -1.682], [0.558, -1.048, -0.524], [-0.073, 0.111, 2.717], [0.764, 0.988, 2.203], [1.114, 0.644, 1.023], [0.450, -0.471, 0.719], [-2.000, -0.461, -2.887], [-0.342, -2.898, -0.681], [2.473, -0.843, -1.268], [-1.023, -1.645, 1.859], [-0.911, 2.549, -1.601], [0.364, 1.743, -0.488]], "forces_ev_per_a": [[0.3, 1.0, 1.2], [-3.6, 1.0, -3.9], [1.6, -2.7, 1.9], [-1.6, 1.9, -2.8], [-1.5, -1.2, -0.1], [0.6, 0.1, 0.1], [0.6, 0.4, -0.1], [-0.8, -0.4, 1.8], [0.0, 0.5, -0.1], [0.0, -0.5, -0.1], [0.7, -0.3, -0.6], [0.7, 0.6, -0.1], [0.8, -0.9, 0.8], [2.4, 0.6, 2.2]]}



Record 3
{"formula": "C32H46F4N3NiPSSi", "method": "the ωB97M-V functional and the def2-TZVPD basis", "e_homo_ev": [-7.31, -7.38], "e_lumo_ev": [0.516, -0.030], "multiplicity": 3, "homo_lumo_gap_ev": [7.8, 7.4], "symbols": ["Ni", "C", "N", "C", "C", "C", "N", "C", "C", "F", "C", "F", "C", "C", "F", "C", "F", "H", "H", "H", "H", "H", "H", "H", "H", "H", "H", "H", "C", "Si", "C", "C", "C", "C", "C", "C", "N", "C", "S", "H", "H", "H", "H", "H", "H", "H", "H", "H", "H", "H", "H", "C", "C", "C", "C", "P", "C", "C", "C", "C", "C", "C", "C", "C", "C", "C", "H", "H", "H", "H", "H", "H", "H", "H", "H", "H", "H", "H", "H", "H", "H", "H", "H", "H", "H", "H", "H", "H", "H"], "xyz": [[-0.263, 0.260, 0.485], [-4.500, 3.841, -1.252], [-3.342, 3.102, -1.750], [-3.571, 2.696, -3.151], [-2.607, 2.184, -0.953], [-1.808, 2.981, 0.104], [-0.801, 2.210, 0.875], [-0.592, 2.860, 2.133], [-0.354, 2.254, 3.355], [-1.173, 1.138, 3.637], [0.412, 2.874, 4.340], [0.957, 2.154, 5.365], [0.378, 4.293, 4.425], [-0.239, 5.042, 3.422], [-0.649, 6.377, 3.553], [-0.549, 4.356, 2.243], [-0.951, 5.104, 1.163], [-4.913, 4.469, -2.111], [-4.287, 4.491, -0.367], [-5.291, 3.037, -1.074], [-3.676, 3.657, -3.705], [-4.522, 2.060, -3.229], [-2.694, 2.080, -3.523], [-1.934, 1.601, -1.660], [-3.122, 1.285, -0.517], [-2.525, 3.392, 0.805], [-1.270, 3.852, -0.400], [0.717, 4.905, 5.204], [-3.210, -2.818, -2.881], [-2.853, -4.019, -1.523], [-1.259, -5.013, -1.692], [-4.374, -5.016, -0.995], [-2.581, -2.903, -0.025], [-3.150, -3.360, 1.099], [-2.899, -2.725, 2.357], [-2.062, -1.634, 2.436], [-1.478, -1.240, 1.262], [-1.594, -1.890, 0.109], [-0.419, -1.238, -1.043], [-3.927, -3.343, -3.593], [-2.276, -2.515, -3.349], [-3.722, -1.945, -2.548], [-0.809, -5.337, -0.778], [-0.460, -4.358, -2.193], [-1.408, -5.929, -2.320], [-4.882, -5.635, -1.802], [-4.974, -4.288, -0.437], [-4.131, -5.763, -0.228], [-3.955, -4.183, 1.036], [-3.353, -3.113, 3.300], [-1.751, -1.224, 3.350], [2.353, 0.635, 2.544], [3.064, 0.890, 1.208], [2.828, 2.358, 0.830], [4.572, 0.566, 1.298], [2.076, -0.022, -0.181], [2.715, -1.766, -0.097], [4.084, -2.161, -0.372], [4.623, -3.375, -0.033], [3.851, -4.253, 0.774], [2.556, -3.867, 1.160], [2.015, -2.650, 0.729], [2.420, 0.546, -1.951], [1.292, 1.643, -2.316], [2.352, -0.601, -2.923], [3.845, 1.249, -2.102], [2.757, 1.247, 3.328], [2.428, -0.414, 2.833], [1.206, 0.844, 2.532], [3.525, 2.974, 1.470], [1.791, 2.623, 1.034], [2.968, 2.595, -0.222], [4.933, 1.113, 2.156], [5.161, 1.070, 0.415], [4.788, -0.493, 1.453], [4.754, -1.448, -0.876], [5.683, -3.513, -0.202], [4.253, -5.190, 1.125], [2.085, -4.617, 1.826], [1.025, -2.366, 1.075], [0.361, 1.120, -2.362], [1.514, 1.979, -3.363], [1.246, 2.493, -1.625], [3.237, -0.552, -3.535], [1.475, -0.553, -3.547], [2.375, -1.604, -2.478], [3.808, 2.257, -1.634], [3.970, 1.479, -3.189], [4.712, 0.692, -1.740]], "forces_ev_per_a": [[0.2, 2.1, 0.8], [-0.7, -1.0, -0.6], [-0.1, 0.8, -1.8], [0.0, -0.4, 0.7], [1.5, -1.3, 0.0], [0.9, -0.1, -1.2], [-0.7, 0.1, 2.5], [0.4, 2.6, -2.2], [-1.1, -1.1, 0.4], [2.1, 0.5, -0.3], [-0.9, 1.5, 1.1], [-0.6, 0.4, -0.6], [-0.4, -0.6, -1.0], [-1.1, -0.7, -1.2], [1.4, -2.1, 0.0], [-0.4, -0.9, -0.5], [0.5, -0.1, 1.2], [0.7, -0.6, 1.3], [-0.2, -0.8, -0.7], [0.3, 1.2, 0.4], [0.0, -1.0, -0.1], [1.0, 0.7, -0.2], [-1.1, 0.9, 0.3], [-0.2, 1.0, 0.7], [-0.5, 0.8, 0.3], [-0.2, 0.2, 0.0], [-1.1, -1.3, 0.2], [0.8, 0.0, 1.5], [-0.8, -1.7, -1.5], [0.3, 0.4, 0.9], [0.5, 0.4, -2.1], [0.1, -1.1, -0.6], [1.6, -0.6, -1.6], [-2.2, -0.2, 2.8], [-0.6, -0.7, 1.0], [-0.4, -1.9, -3.0], [1.2, 0.7, 1.5], [-0.7, 0.1, 0.0], [-2.0, -1.9, -1.7], [1.1, 0.8, 0.3], [-0.1, 0.0, -0.3], [-0.3, 0.6, 0.5], [0.0, -0.2, 0.8], [-1.1, -0.9, 0.5], [0.2, 0.7, 0.3], [0.3, 1.3, 0.9], [-0.7, -0.3, -0.8], [0.3, 0.0, -0.2], [1.8, 1.5, 0.6], [0.4, 0.3, -1.0], [0.2, 1.0, 0.8], [-1.9, -0.9, -0.7], [-0.2, 0.0, -1.4], [0.5, 0.7, 0.9], [0.3, 1.4, -1.3], [0.7, -0.5, 1.3], [1.7, -0.6, 1.3], [-1.1, 1.6, -0.9], [-0.7, -0.4, 1.4], [-0.3, 1.2, -0.6], [1.3, -1.1, -0.1], [-0.4, -0.1, 0.1], [0.5, 2.3, 0.8], [1.9, -0.8, -0.7], [0.1, -1.0, 0.0], [-1.2, 1.0, -0.6], [0.4, 0.4, 0.4], [0.2, -0.1, 0.1], [2.1, -0.3, -0.3], [-0.8, -0.3, -0.7], [0.0, 0.1, 0.2], [0.3, 0.0, 0.4], [0.2, 0.1, 0.5], [-1.1, -1.4, 1.4], [0.0, 0.2, -0.3], [-0.5, -0.3, 0.1], [-0.1, -0.4, -0.2], [0.1, -0.1, 0.0], [-0.3, 1.0, -0.5], [0.0, -0.1, -0.1], [-0.8, -0.1, 0.1], [-0.1, 0.0, 0.9], [0.0, -0.3, -0.2], [0.2, -0.1, -0.6], [-0.3, 0.0, -0.3], [-0.1, 0.3, 0.0], [0.4, -0.9, -0.3], [0.0, -0.4, 0.7], [-0.3, -0.1, -0.1]]}



Record 4
{"formula": "C8H20N4O2PdS", "method": "the ωB97M-V functional and the def2-TZVPD basis", "e_homo_ev": [-15.18, -15.18], "e_lumo_ev": [-7.508, -7.510], "charge": 2, "multiplicity": 1, "homo_lumo_gap_ev": [7.7, 7.7], "symbols": ["Pd", "C", "C", "N", "C", "C", "S", "C", "C", "N", "H", "H", "H", "H", "H", "H", "H", "H", "H", "H", "H", "H", "H", "H", "C", "O", "C", "O", "N", "N", "H", "H", "H", "H", "H", "H"], "xyz": [[-0.095, 0.075, -0.368], [-0.927, 2.166, 1.524], [0.586, 2.276, 1.520], [1.212, 0.974, 1.210], [1.370, 0.007, 2.311], [0.079, -0.640, 2.820], [-0.998, -1.328, 1.514], [-2.545, -0.375, 1.704], [-2.725, 0.703, 0.640], [-1.435, 1.398, 0.337], [-1.388, 3.154, 1.530], [-1.279, 1.653, 2.412], [0.924, 2.673, 2.481], [0.908, 2.977, 0.749], [2.128, 1.133, 0.807], [1.862, 0.479, 3.166], [2.038, -0.769, 1.937], [-0.515, 0.038, 3.429], [0.356, -1.474, 3.462], [-2.574, 0.020, 2.718], [-3.366, -1.086, 1.629], [-3.470, 1.440, 0.953], [-3.070, 0.256, -0.291], [-1.625, 2.069, -0.405], [2.449, -2.767, -3.899], [2.274, -2.396, -2.505], [1.395, -1.521, -2.144], [1.292, -1.257, -0.927], [0.612, -0.908, -3.059], [-0.325, 0.047, -2.613], [3.235, -3.512, -3.891], [2.768, -1.900, -4.476], [1.529, -3.209, -4.282], [0.683, -1.100, -4.047], [-1.254, -0.242, -2.911], [-0.110, 0.946, -3.036]], "forces_ev_per_a": [[0.2, 0.1, -0.1], [0.0, 0.0, 0.0], [0.0, 0.0, -0.1], [-0.1, 0.0, 0.0], [0.0, 0.0, 0.0], [0.0, 0.0, 0.0], [-0.1, -0.1, 0.1], [0.0, 0.0, 0.0], [0.1, 0.0, 0.0], [-0.1, 0.1, -0.1], [0.0, 0.0, 0.0], [0.0, 0.0, 0.0], [0.0, 0.0, 0.0], [0.0, 0.0, 0.0], [0.0, 0.0, 0.0], [0.0, 0.0, 0.0], [0.0, 0.0, 0.0], [0.0, 0.0, 0.0], [0.0, 0.0, 0.0], [0.0, 0.0, 0.0], [0.0, 0.0, 0.0], [0.0, 0.0, 0.0], [0.0, 0.0, 0.0], [0.0, 0.0, 0.0], [0.0, 0.0, 0.0], [0.0, 0.0, 0.0], [0.0, 0.0, 0.0], [0.1, 0.0, 0.0], [0.0, 0.0, 0.0], [-0.1, 0.0, 0.0], [0.0, 0.0, 0.0], [0.0, 0.0, 0.0], [0.0, 0.0, 0.0], [0.0, 0.0, 0.0], [0.0, 0.0, 0.0], [0.0, 0.0, 0.0]]}



Record 5
{"formula": "C20H40Cl8O8S4", "method": "the ωB97M-V functional and the def2-TZVPD basis", "e_homo_ev": -9.93, "e_lumo_ev": 0.083, "multiplicity": 1, "smiles": "O=S1(=O)CCCC1.O=S1(=O)CCCC1.O=S1(=O)CCCC1.O=S1(=O)CCCC1.ClCCl.ClCCl.ClCCl.ClCCl", "homo_lumo_gap_ev": 10.0, "symbols": ["C", "C", "C", "S", "O", "O", "C", "H", "H", "H", "H", "H", "H", "H", "H", "C", "C", "C", "S", "O", "O", "C", "H", "H", "H", "H", "H", "H", "H", "H", "C", "C", "C", "S", "O", "O", "C", "H", "H", "H", "H", "H", "H", "H", "H", "C", "C", "C", "S", "O", "O", "C", "H", "H", "H", "H", "H", "H", "H", "H", "C", "Cl", "Cl", "H", "H", "C", "Cl", "Cl", "H", "H", "C", "Cl", "Cl", "H", "H", "C", "Cl", "Cl", "H", "H"], "xyz": [[-3.280, 5.337, 0.345], [-2.165, 5.328, -0.731], [-1.387, 3.995, -0.501], [-2.672, 2.832, -0.307], [-2.313, 1.850, 0.726], [-3.093, 2.442, -1.658], [-3.890, 3.962, 0.353], [-4.031, 6.156, 0.191], [-2.771, 5.554, 1.332], [-1.523, 6.203, -0.628], [-2.517, 5.311, -1.797], [-0.832, 4.027, 0.471], [-0.781, 3.740, -1.327], [-4.188, 3.620, 1.317], [-4.730, 3.947, -0.365], [4.757, -1.317, 0.090], [5.374, -1.147, -1.295], [6.396, -0.003, -1.339], [5.734, 1.120, -0.020], [5.092, 2.302, -0.578], [6.766, 1.151, 1.030], [4.377, 0.082, 0.562], [5.525, -1.648, 0.811], [3.859, -1.978, 0.005], [4.641, -0.830, -2.001], [5.882, -2.009, -1.762], [6.514, 0.500, -2.279], [7.407, -0.227, -0.969], [3.416, 0.439, 0.227], [4.406, 0.165, 1.659], [-3.049, -1.279, 3.752], [-1.775, -0.402, 3.947], [-1.381, -0.229, 5.429], [-2.395, -1.502, 6.287], [-3.535, -0.821, 6.951], [-1.588, -2.508, 7.020], [-2.925, -2.362, 4.795], [-3.125, -1.682, 2.774], [-4.000, -0.694, 3.930], [-2.054, 0.557, 3.573], [-0.965, -0.805, 3.335], [-1.638, 0.751, 5.881], [-0.342, -0.435, 5.590], [-3.818, -2.937, 5.067], [-2.077, -2.976, 4.566], [-0.639, -0.095, -2.039], [-1.654, -0.984, -1.313], [-1.063, -1.347, 0.036], [0.745, -1.426, -0.136], [1.198, -2.786, 0.057], [1.332, -0.373, 0.685], [0.680, -0.981, -1.881], [-0.451, 0.764, -1.409], [-0.866, 0.188, -3.075], [-1.787, -1.864, -1.936], [-2.647, -0.487, -1.142], [-1.479, -2.270, 0.460], [-1.260, -0.567, 0.780], [0.589, -1.927, -2.446], [1.556, -0.392, -2.120], [-5.329, 0.744, -3.716], [-5.837, -0.918, -3.570], [-4.841, 1.148, -5.429], [-6.085, 1.395, -3.433], [-4.418, 0.903, -3.134], [2.132, -4.331, -3.712], [3.583, -3.450, -4.082], [0.705, -3.474, -4.441], [2.148, -5.287, -4.213], [1.845, -4.531, -2.686], [0.941, -4.522, 2.598], [0.821, -3.062, 3.664], [-0.678, -4.919, 1.944], [1.513, -4.134, 1.773], [1.375, -5.340, 3.164], [2.576, 2.274, -4.848], [1.964, 2.597, -3.249], [2.241, 0.561, -5.211], [2.164, 2.969, -5.599], [3.623, 2.340, -4.798]], "forces_ev_per_a": [[0.9, 1.4, 0.5], [0.1, -0.3, -0.6], [-0.1, 1.8, 1.7], [-0.1, -1.4, 0.1], [-0.5, 0.7, -1.4], [0.2, -0.1, 1.3], [-1.0, 0.1, -1.0], [0.6, -0.9, 0.1], [-0.6, -0.3, -1.0], [0.1, -0.2, 0.0], [-0.1, 0.1, 1.0], [-0.3, -0.1, -0.9], [0.8, -0.5, -0.8], [-0.3, -0.3, 0.6], [0.3, -0.3, 0.4], [-0.1, -0.2, 0.0], [1.5, -0.1, -1.0], [0.1, 0.4, 2.0], [0.1, 0.0, 0.3], [1.0, -0.1, 0.2], [-1.2, 0.4, -1.2], [0.6, -0.2, 0.7], [-0.5, -0.5, -0.4], [0.9, 0.3, 0.5], [-1.1, 0.0, -0.5], [-0.5, -0.1, 0.6], [-0.4, 0.3, -0.4], [-0.4, -0.3, 0.0], [0.0, 0.2, -0.4], [-0.1, 0.0, -0.4], [-0.8, 0.9, 1.6], [-0.7, 0.2, -0.3], [-1.0, -0.3, 0.1], [-0.2, -1.0, 1.6], [1.8, -1.0, -1.1], [-1.1, 2.0, -0.7], [-0.6, 0.6, 0.5], [0.1, -0.3, -1.0], [1.1, -0.4, -0.1], [0.3, 0.8, -0.6], [0.0, 0.1, 0.3], [0.0, -0.7, -0.4], [0.5, -0.2, 0.2], [0.3, 0.1, -0.2], [0.4, -0.7, -0.1], [1.3, -1.3, 1.1], [-1.0, 0.7, -0.3], [-0.2, -0.1, 0.9], [-1.4, 0.6, 0.3], [0.4, 0.0, -0.3], [-0.2, -0.6, -0.8], [-0.6, 0.7, -0.4], [-0.1, 0.6, -0.2], [0.1, -0.2, 0.4], [-0.3, -0.3, 0.1], [0.9, -0.4, -0.3], [0.5, 0.0, -0.2], [0.1, 0.1, -0.2], [0.3, 0.6, 0.3], [0.4, -0.2, -0.2], [2.4, -0.6, -1.1], [-0.2, -0.3, 0.1], [-0.4, -0.1, 0.7], [-1.4, 1.0, 0.4], [-0.3, -0.1, 0.0], [-1.5, -0.3, -0.8], [0.3, 0.1, 0.5], [0.2, -0.3, 0.1], [0.2, -0.1, -0.2], [0.7, 0.6, 0.3], [-0.6, 1.2, 0.1], [0.0, -0.6, 0.0], [0.5, -0.2, 0.3], [0.3, -0.4, -0.2], [-0.2, 0.0, -0.1], [-0.8, -0.4, -0.3], [-0.3, 0.6, 0.6], [-0.1, 0.1, -0.5], [0.0, -0.6, 0.4], [1.2, 0.3, -0.1]]}



Electronic energy (eV)
-18041.1249, -34453.3156, -118311.1881, -32975.8873, -181286.9551